[1]
ORCA calculation (ωB97M-V with the def2-TZVPD basis set) on 5 unconnected molecules or ions with the total composition C40H67Br2ClF8N5O7S at a distorted geometry.

```
131
C40H67Br2ClF8N5O7S, DFT ωB97M-V with the def2-TZVPD basis set
H 3.337 2.854 3.217
C -3.210 -1.052 2.118
C -3.621 0.073 0.986
C 1.167 2.765 2.283
H 1.420 6.894 3.685
H 2.610 -4.384 -2.772
H -0.524 4.634 -4.730
C 0.225 -2.791 -0.498
H -0.719 9.130 1.358
H 5.552 -0.802 1.943
C 0.642 6.250 3.267
C 4.981 -1.689 2.452
H -0.025 -10.703 -1.250
O -3.064 0.307 -5.452
H 0.850 1.708 2.678
C 2.330 -1.537 1.668
C -2.238 -0.404 -2.598
H -3.782 -3.146 8.374
H -1.849 3.295 -2.868
H 7.166 3.147 0.264
C 8.093 4.944 0.948
O -2.672 -0.846 -1.260
H 0.552 7.421 0.132
H -7.082 1.384 -5.980
H -4.797 1.926 -5.256
H 0.332 -11.038 -3.137
F -4.002 -2.187 4.236
C 0.696 6.285 1.765
O 1.402 -7.985 -3.314
H 1.031 9.454 1.429
C -0.672 3.427 -2.767
H -0.363 -0.584 -4.028
H -0.503 -5.441 -2.940
H 9.668 7.027 -0.909
H 8.277 3.887 -0.904
H 8.954 6.682 1.417
H -5.827 -5.885 6.970
C 0.126 -10.229 -2.318
S 2.451 3.530 -1.243
H -6.202 -3.174 2.382
H -0.479 3.517 -1.593
C -4.498 -1.742 2.880
H 0.841 3.592 3.072
H 0.817 5.227 3.615
C -4.071 0.301 -6.157
C 1.310 -3.930 -0.957
H 1.417 4.467 -1.085
C -4.298 -0.742 -7.215
C 0.676 1.092 -2.140
H 8.199 6.177 -1.458
H -0.789 -3.050 -1.074
N 0.226 -0.373 -1.951
H 3.124 3.869 1.611
C -5.040 -3.122 2.145
H -4.920 -4.283 5.340
H 0.912 -5.508 -4.316
N -5.023 1.262 -5.987
H -0.345 6.568 3.614
H -4.378 -3.498 10.007
H -0.860 -9.644 -2.643
N 0.500 7.481 1.142
H -2.605 1.301 -0.645
C 2.799 2.860 2.161
H -5.463 -2.718 8.840
H -0.676 -2.152 -3.049
H -0.043 -2.991 0.648
C 0.136 2.079 -3.346
F -4.347 -4.320 2.680
H 6.660 4.608 -0.606
C -6.264 1.428 -6.704
H 5.663 -2.581 2.792
Cl 5.112 2.018 0.531
C -0.284 4.804 -3.576
C 0.238 8.769 1.740
H 0.802 5.198 -3.385
C 1.780 1.753 -1.071
C 2.390 0.913 0.234
C 0.727 -1.231 -0.769
C 8.624 6.806 -0.675
H -5.207 -1.309 -6.995
H 2.365 -3.571 -0.574
H 1.245 -3.164 -3.217
C 3.778 -2.274 1.448
H -3.453 -1.438 -7.230
H -1.444 0.160 0.308
N -5.525 -4.945 7.198
H 8.064 7.742 -0.614
O 0.910 5.275 1.096
H 0.912 -7.023 -1.470
O 8.136 4.559 2.115
C 3.457 1.569 1.326
F -4.894 -3.123 0.671
C 1.431 -6.765 -2.486
F -4.947 -0.163 0.356
F -2.432 -0.341 3.200
H -6.587 -3.859 5.803
H -1.056 5.645 -3.227
H 1.568 -2.395 1.980
C -0.753 -0.988 -2.973
F -3.662 1.390 1.724
H 3.758 0.799 2.186
C 1.812 -0.652 0.366
H -0.679 1.565 -4.051
H -5.213 -2.968 6.509
C 1.357 -9.108 -2.323
C -4.659 -3.451 8.951
N 8.582 6.175 0.623
H 0.699 3.069 1.254
H -6.411 0.663 -7.467
H -4.372 -0.269 -8.198
C 0.646 -5.474 -3.156
H -6.254 2.415 -7.174
F -5.624 -0.802 3.145
H 4.122 -2.185 0.330
C -5.558 -3.942 6.160
F -2.253 -2.046 1.535
Br 1.614 2.598 -4.656
H 4.438 -1.217 3.404
O -5.165 -5.772 9.253
H 0.972 -4.943 -0.423
H -3.058 -0.819 -3.359
H -2.280 0.781 -2.738
C 7.513 4.098 -0.151
C 1.458 -4.127 -2.587
H 2.570 -6.544 -2.257
O 2.289 -9.258 -1.345
C -5.129 -4.804 8.495
C -2.496 0.201 -0.242
H 2.374 -0.823 2.624
H 0.203 8.723 2.829
Br 3.558 -4.218 2.031
```

Properties
Maximum force ... 8.993 eV/A
HOMO energy ... -10.51 eV
Orbital gap ... 6.35 eV
Net charge ... +1
E ... -9169.18918 Ha

=====

[2]
ORCA calculation (ωB97M-V with the def2-TZVPD basis set) on a molecular structure, C40H67N5O6S at a distorted geometry.

```
119
C40H67N5O6S, DFT ωB97M-V with the def2-TZVPD basis set
H -2.812 -1.398 3.296
H -4.524 1.762 1.080
C 3.848 -1.597 1.711
C 4.154 -0.459 0.717
C -2.177 -8.706 -5.605
C -2.083 -1.413 0.151
H -1.548 5.344 1.630
C -0.720 6.044 -3.121
H -1.121 -11.122 -4.916
H 2.412 -3.259 1.793
H -0.502 -1.544 2.344
N -2.242 -8.246 -6.661
C -1.768 6.379 4.248
H 1.990 -1.953 0.712
H 4.632 -0.731 -0.221
H 0.831 -5.100 -5.431
C 0.173 -4.847 -4.597
H -2.803 5.852 -3.602
C -2.180 -0.114 0.657
H 6.461 4.348 3.456
C -1.035 -5.788 -4.613
N 5.935 7.348 0.174
H -3.654 7.558 -1.999
H -0.785 -3.187 -5.615
C -0.370 -0.775 -1.402
C 2.316 -2.649 -1.942
O 4.844 0.484 1.567
H -1.028 1.960 2.461
C -3.040 5.732 3.859
H -1.996 7.194 4.937
H 1.548 -3.286 -1.480
C 5.173 4.066 1.765
H -3.329 -11.104 -6.086
H -2.915 2.339 1.475
C -2.128 6.621 -3.219
H -1.185 -2.759 -1.229
C 6.029 6.882 1.225
H -0.028 5.060 2.489
C -1.331 0.821 0.100
H -2.681 -2.236 0.529
C -2.706 -0.310 3.197
C 2.838 -2.561 1.059
C -3.237 -11.448 -5.055
C -1.242 -0.168 5.200
H 5.339 2.991 1.737
H -1.152 5.651 4.776
C -0.221 -3.378 -4.700
H -4.157 -11.192 -4.525
C -1.284 0.095 3.656
H 5.056 4.404 0.733
C -0.929 1.582 3.479
H 0.508 -1.216 3.834
C 3.489 -3.394 -0.057
C -0.659 5.824 2.026
H -4.310 -1.749 1.685
H -1.930 -11.254 -3.363
H 0.506 -0.121 2.475
H -4.719 -0.550 0.415
H 2.466 -0.687 -2.750
C -0.435 0.497 -0.896
C -1.208 -1.736 -0.856
H 0.061 1.800 3.900
H -0.112 6.246 1.181
H -1.344 1.854 0.433
H -2.980 -9.009 -3.692
H -1.636 2.172 4.090
H -0.015 6.792 -2.752
H -1.162 -1.262 5.315
O 3.595 -2.745 -1.324
H 4.520 -3.654 0.233
C 6.150 6.279 2.562
H -2.171 0.119 5.705
H 1.987 -0.652 -1.054
H 7.001 6.730 3.073
H -1.218 -8.921 -3.754
C 6.340 4.762 2.453
O 0.477 -1.168 -2.417
C -2.021 -10.837 -4.367
H -0.708 -6.823 -4.552
N -4.032 5.228 3.556
H -2.131 7.438 -3.943
H 4.237 4.250 2.296
S 3.730 0.697 2.738
N -2.594 -5.275 -2.563
N -2.750 5.200 -0.119
H -4.016 1.913 2.789
H -0.114 7.423 3.349
H -3.407 0.134 3.921
H 0.667 -2.747 -4.712
C -1.914 -5.500 -3.468
C -2.707 6.058 -0.889
H -1.644 7.666 2.520
H 4.701 -2.249 1.940
H -0.686 5.181 -2.454
H 0.247 1.243 -1.305
H -2.004 7.935 -1.497
H 2.963 -4.352 -0.175
O 2.641 1.573 2.451
C -3.691 1.633 1.781
C 1.834 -1.182 -1.997
H 7.260 4.546 1.904
H -0.376 5.711 -4.101
C -2.100 -9.310 -4.264
H -0.337 0.242 5.663
C -1.025 6.917 3.021
H 5.250 6.510 3.134
H 2.402 -2.991 -2.984
C -4.454 -0.685 1.468
H -1.603 -5.669 -5.536
O 4.482 1.257 3.815
H -3.153 -12.534 -5.080
C -2.652 7.144 -1.878
O 3.339 -0.857 2.841
H 3.165 0.012 0.579
C -0.142 -0.797 3.058
H 0.746 -5.001 -3.679
C -3.176 0.169 1.795
H -5.265 -0.351 2.130
H -0.828 -3.064 -3.850
```

Properties
Maximum force ... 3.553 eV/A
HOMO energy ... -8.62 eV
Orbital gap ... 9.02 eV
Net charge ... 0
E ... -2687.63931 Ha